*i*
19
Properties=species:S:1:pos:R:3 method="wB97M-V/def2-TZVPD" orbital_gap_ev=9.2 smiles=CCSS.O.O.O
C 0.960 1.734 0.045
C 1.301 0.615 1.005
S 1.997 -0.854 0.180
S 0.336 -1.849 -0.522
H 0.053 1.461 -0.495
H 1.717 2.112 -0.636
H 0.648 2.616 0.629
H 0.401 0.364 1.565
H 2.058 0.958 1.718
H -0.053 -1.320 -1.745
H -1.821 -0.652 0.069
H -2.448 0.589 0.715
O -2.477 0.046 -0.085
H -1.776 0.769 -2.189
H -0.973 0.576 -3.498
O -0.904 0.586 -2.549
H -2.532 2.518 2.507
H -2.147 1.181 3.186
O -2.150 1.640 2.349

=====

*ii*
19
Properties=species:S:1:pos:R:3 method="wB97M-V/def2-TZVPD" orbital_gap_ev=8.7 smiles=CSSC.O.O.O
C -1.278 0.582 -2.780
S -0.072 0.098 -1.242
S -1.476 0.573 0.257
C -0.433 1.653 1.304
H -0.466 0.594 -3.434
H -2.163 -0.121 -2.828
H -1.681 1.628 -2.572
H 0.291 1.068 1.877
H 0.108 2.496 0.910
H -1.325 1.907 1.938
H 0.451 -2.312 5.115
H 0.083 -1.085 5.827
O 0.849 -1.710 5.823
H 1.281 -3.356 2.606
H 1.344 -2.756 1.407
O 0.683 -3.215 1.904
H 0.845 1.631 -4.800
H 1.633 1.372 -6.042
O 1.323 0.951 -5.268

=====

Last place for stability: *ii*

=====

*i*
10
Properties=species:S:1:pos:R:3 method="wB97M-V/def2-TZVPD" orbital_gap_ev=9.6 charge=+1
C -0.369 -1.083 -1.398
N -0.847 -1.867 -0.633
N 1.752 1.137 0.460
N -0.554 0.632 0.975
O 0.190 -0.116 -1.762
S 0.419 1.500 0.017
H -1.441 -2.696 -0.693
H 2.561 1.414 0.138
H -1.557 0.709 0.969
H -0.154 0.369 1.926

=====

*ii*
10
Properties=species:S:1:pos:R:3 method="wB97M-V/def2-TZVPD" orbital_gap_ev=8.1 smiles="NC(=O)N[NH+]=S" charge=+1
C -1.053 0.158 -0.049
N 0.066 -0.937 0.310
N -0.763 1.478 0.126
N 1.299 -0.911 -0.106
O -1.956 -0.385 -0.511
S 2.311 0.316 -0.175
H -0.367 -1.854 0.361
H -1.238 2.160 -0.433
H 1.745 -1.850 -0.314
H -0.044 1.826 0.791

=====

Last place for stability: *ii*

=====

*i*
54
Properties=species:S:1:pos:R:3 method="wB97M-V/def2-TZVPD" orbital_gap_ev=8.5 smiles="C=CCOC(=O)C1=C(C)NC(SCC(=O)N(CC)CC)=C(C#N)[C@@H]1c1ccco1"
C 3.937 -5.262 0.084
C 3.410 -4.278 0.786
C 3.765 -2.834 0.610
H 4.343 -2.477 1.474
H 4.339 -2.675 -0.308
O 2.579 -2.051 0.510
C 2.277 -1.232 1.539
O 3.020 -1.081 2.486
C 0.972 -0.603 1.341
C 0.422 0.272 2.218
N -0.821 0.802 1.971
C -1.415 0.725 0.743
C -0.952 -0.131 -0.193
C -1.481 -0.226 -1.478
N -1.887 -0.297 -2.554
C 0.175 -1.091 0.142
C -0.397 -2.443 0.458
C -0.168 -3.673 -0.082
C -0.970 -4.581 0.654
C -1.624 -3.834 1.581
O -1.284 -2.538 1.473
H -2.331 -4.091 2.345
H -1.044 -5.639 0.507
H 0.493 -3.902 -0.892
H 0.832 -1.206 -0.726
S -2.794 1.826 0.564
C -2.446 2.631 -1.029
C -0.985 3.066 -1.089
O -0.258 2.971 -0.116
N -0.561 3.556 -2.267
C -1.366 3.685 -3.464
C -1.245 2.468 -4.380
H -1.545 1.557 -3.867
H -0.219 2.343 -4.717
H -1.880 2.602 -5.252
H -2.410 3.846 -3.192
H -1.022 4.577 -3.995
C 0.831 3.969 -2.367
C 1.001 5.454 -2.063
H 0.671 5.662 -1.049
H 0.420 6.063 -2.753
H 2.048 5.731 -2.152
H 1.401 3.381 -1.644
H 1.187 3.739 -3.373
H -2.710 1.954 -1.839
H -3.106 3.500 -1.043
H -1.157 1.524 2.591
C 1.046 0.780 3.473
H 0.364 0.631 4.309
H 1.980 0.266 3.671
H 1.240 1.847 3.374
H 2.665 -4.468 1.547
H 3.663 -6.289 0.254
H 4.674 -5.083 -0.681

=====

*ii*
54
Properties=species:S:1:pos:R:3 method="wB97M-V/def2-TZVPD" orbital_gap_ev=8.7 smiles="O=C(CSc1ccccc1C(=O)NCCCN1CCCC1=O)NCc1ccco1"
O 0.490 -0.213 5.587
C 0.565 -0.988 4.654
N -0.322 -1.056 3.653
H -0.172 -1.653 2.839
C -1.420 -0.116 3.556
C -1.311 0.739 2.338
C -1.911 0.643 1.116
C -1.428 1.732 0.350
C -0.565 2.400 1.161
O -0.488 1.809 2.362
H 0.028 3.279 1.006
H -1.684 1.982 -0.659
H -2.610 -0.108 0.809
H -2.366 -0.666 3.522
H -1.380 0.505 4.456
C 1.693 -2.014 4.610
H 2.522 -1.657 5.221
H 1.334 -2.957 5.025
S 2.270 -2.428 2.936
C 2.388 -0.800 2.223
C 3.124 0.193 2.850
C 3.264 1.430 2.248
C 2.702 1.666 1.004
C 1.969 0.678 0.371
C 1.793 -0.559 0.984
C 0.891 -1.575 0.367
O -0.031 -2.096 0.977
N 1.168 -1.857 -0.920
H 1.887 -1.325 -1.387
C 0.331 -2.704 -1.735
H 0.938 -3.503 -2.172
C -0.348 -1.899 -2.844
H -0.897 -2.573 -3.502
C -1.279 -0.829 -2.256
N -1.436 0.304 -3.132
C -0.494 1.263 -3.236
O 0.523 1.316 -2.575
C -0.930 2.228 -4.326
H -0.308 2.048 -5.205
C -2.393 1.866 -4.578
H -3.043 2.491 -3.965
H -2.684 1.985 -5.620
C -2.488 0.408 -4.116
H -2.309 -0.290 -4.945
H -3.455 0.169 -3.668
H -0.781 3.261 -4.015
H -2.263 -1.246 -2.036
H -0.843 -0.452 -1.326
H 0.424 -1.398 -3.433
H -0.412 -3.145 -1.066
H 1.508 0.883 -0.584
H 2.828 2.625 0.525
H 3.826 2.204 2.747
H 3.584 0.000 3.806

=====

Last place for stability: *i*

=====

*i*
39
Properties=species:S:1:pos:R:3 method="wB97M-V/def2-TZVPD" orbital_gap_ev=8.8 smiles="CCN1CCN(S(=O)(=O)c2ccc(OC)cc2)CC1"
C 1.097 -0.463 -4.097
H 0.241 -0.824 -3.532
H 1.185 -1.055 -5.005
H 1.994 -0.621 -3.500
C 0.941 1.018 -4.463
N 0.551 1.917 -3.394
C 1.434 1.965 -2.248
C 1.006 1.070 -1.077
N -0.383 1.310 -0.708
S -1.208 -0.127 -0.411
O -2.590 0.200 -0.220
O -0.889 -1.143 -1.383
C -0.475 -0.581 1.149
C 0.253 -1.745 1.274
C 0.826 -2.080 2.490
C 0.665 -1.233 3.585
C -0.077 -0.053 3.442
C -0.644 0.269 2.229
H -1.225 1.167 2.098
H -0.190 0.584 4.304
O 1.178 -1.456 4.818
C 1.917 -2.634 5.046
H 1.311 -3.528 4.871
H 2.815 -2.672 4.422
H 2.209 -2.597 6.094
H 1.389 -2.995 2.572
H 0.360 -2.387 0.413
C -1.094 2.216 -1.590
C -0.865 1.835 -3.048
H -1.259 0.819 -3.186
H -1.420 2.512 -3.709
H -0.762 3.239 -1.390
H -2.150 2.128 -1.336
H 1.637 1.271 -0.202
H 1.115 0.016 -1.348
H 2.439 1.684 -2.566
H 1.476 3.003 -1.894
H 1.887 1.391 -4.869
H 0.183 1.121 -5.244

=====

*ii*
39
Properties=species:S:1:pos:R:3 method="wB97M-V/def2-TZVPD" orbital_gap_ev=9.4 smiles="CC(C)OCCCNC(=O)CNC(=O)c1cccs1"
C -0.379 4.126 0.561
H -1.041 3.969 1.409
H -0.901 4.695 -0.203
H 0.485 4.690 0.900
C 0.072 2.779 0.004
C -1.132 1.935 -0.421
H -1.763 2.515 -1.088
H -0.821 1.034 -0.945
H -1.712 1.652 0.455
O 0.837 2.176 1.039
C 1.404 0.915 0.778
C 2.413 0.899 -0.377
H 1.888 0.975 -1.332
C 3.248 -0.381 -0.370
N 2.416 -1.557 -0.481
C 2.282 -2.444 0.518
O 2.934 -2.446 1.540
C 1.182 -3.485 0.237
N -0.130 -2.900 0.415
C -0.709 -2.137 -0.537
O -0.177 -1.913 -1.618
C -2.035 -1.601 -0.212
C -2.875 -0.974 -1.092
C -4.074 -0.541 -0.496
C -4.131 -0.835 0.830
S -2.729 -1.652 1.379
H -4.916 -0.620 1.528
H -4.856 -0.030 -1.026
H -2.626 -0.842 -2.130
H -0.544 -2.952 1.332
H 1.295 -4.320 0.928
H 1.265 -3.836 -0.795
H 1.745 -1.588 -1.243
H 3.957 -0.363 -1.204
H 3.804 -0.474 0.567
H 3.078 1.759 -0.278
H 1.914 0.652 1.709
H 0.621 0.165 0.595
H 0.713 2.954 -0.875

=====

Last place for stability: *i*